[1]
This record from the Open Molecules 2025 dataset describes a cluster of 3 separate species, C3H13NO3 in total in a non-equilibrium geometry. The level of theory is the ωB97M-V functional and the def2-TZVPD basis.

Structure (XYZ):
```
20
C3H13NO3 (the ωB97M-V functional and the def2-TZVPD basis)
N -0.200 2.585 0.525
C 0.027 1.136 0.654
C -1.124 0.401 1.282
C -2.351 0.451 0.383
O -3.385 -0.396 0.849
H 0.186 2.951 -0.346
H -1.188 2.800 0.456
H 0.946 1.048 1.239
H 0.291 0.642 -0.281
H -0.835 -0.648 1.333
H -1.353 0.746 2.294
H -2.771 1.451 0.349
H -2.015 0.178 -0.617
H -3.439 -1.165 0.272
O 3.590 0.613 -1.168
H 2.709 0.272 -1.344
H 3.526 1.123 -0.351
O 2.183 -4.598 -1.621
H 2.144 -5.381 -2.176
H 3.059 -4.208 -1.729
```

Gap between HOMO and LUMO (eV): 9.996
Relative energy (zero: lowest compared OMol25 entry of this formula, charge and spin) (kJ/mol): 96.0
HOMO level (Eh): -0.347
Multiplicity: 1
SMILES: NCCCO.O.O
E (Ha): -402.54387
Charge: 0

Atomic partial charges in e from the Löwdin method, atoms 1 to 2:
1. N -0.001
2. C -0.314

=====

[2]
This record from the Open Molecules 2025 dataset describes a cluster of 12 separate species, C19H57F3NO15 in total. The level of theory is the ωB97M-V functional and the def2-TZVPD basis.

Structure (XYZ):
```
95
C19H57F3NO15 (the ωB97M-V functional and the def2-TZVPD basis)
C 2.119 -2.738 -1.229
C 2.014 -3.453 -2.580
O 2.141 -2.563 -3.696
C 0.718 -4.238 -2.690
N -0.436 -3.378 -2.533
C -1.611 -4.022 -1.991
C -2.829 -3.108 -2.090
C -2.602 -1.678 -1.626
O -2.064 -1.540 -0.334
C -3.915 -0.897 -1.678
F -4.528 -0.979 -2.895
F -3.716 0.426 -1.438
F -4.809 -1.326 -0.757
C -1.494 -4.548 -0.516
O -0.536 -4.116 0.162
O -2.424 -5.317 -0.187
H 2.044 -1.657 -1.380
H 1.291 -3.023 -0.580
H 3.065 -2.920 -0.725
H 2.844 -4.157 -2.678
H 1.624 -1.771 -3.493
H 0.703 -4.696 -3.688
H 0.745 -5.055 -1.956
H -0.205 -2.557 -1.987
H -1.833 -4.899 -2.606
H -3.169 -3.048 -3.129
H -3.623 -3.573 -1.500
H -1.921 -1.142 -2.293
H -2.387 -2.240 0.250
C 1.888 0.250 -5.444
O 1.149 0.195 -4.225
H 2.796 -0.332 -5.307
H 1.295 -0.177 -6.249
H 2.154 1.279 -5.702
H 0.339 0.693 -4.363
C -0.549 -1.002 -8.351
O 0.146 0.234 -8.191
H -0.461 -1.527 -7.405
H -1.609 -0.842 -8.556
H -0.110 -1.613 -9.145
H 0.103 0.746 -9.003
C 2.246 -0.444 2.073
O 1.889 -1.766 1.697
H 3.327 -0.351 1.992
H 1.780 0.291 1.404
H 1.951 -0.226 3.100
H 0.932 -1.851 1.760
C -2.260 -3.765 -5.365
O -2.094 -2.429 -5.827
H -2.286 -4.406 -6.245
H -1.428 -4.072 -4.726
H -3.197 -3.887 -4.814
H -2.053 -1.858 -5.053
C 0.700 1.663 5.102
O 1.992 1.074 5.104
H 0.356 1.696 4.069
H -0.003 1.070 5.693
H 0.731 2.678 5.508
H 2.290 1.044 6.020
C 4.564 3.477 3.746
O 4.225 2.149 3.377
H 5.643 3.581 3.650
H 4.089 4.209 3.095
H 4.283 3.679 4.787
H 3.275 2.041 3.489
C 1.539 3.376 8.531
O 1.180 2.054 8.166
H 2.619 3.459 8.435
H 1.073 4.116 7.873
H 1.264 3.600 9.566
H 0.221 1.970 8.234
C -4.640 2.333 -4.210
O -4.136 1.401 -5.158
H -4.439 3.334 -4.585
H -5.720 2.219 -4.076
H -4.147 2.210 -3.243
H -4.328 0.523 -4.810
C 5.959 6.592 1.146
O 5.011 6.307 2.167
H 6.852 6.015 1.373
H 5.591 6.292 0.162
H 6.222 7.653 1.123
H 4.211 6.806 1.980
C -2.173 0.097 2.645
O -0.924 -0.578 2.674
H -2.574 -0.014 1.641
H -2.878 -0.340 3.360
H -2.053 1.164 2.865
H -0.551 -0.502 3.556
C -3.052 2.251 8.312
O -1.767 1.630 8.308
H -3.367 2.335 7.276
H -3.780 1.643 8.854
H -3.013 3.250 8.753
H -1.500 1.520 9.227
```

Gap between HOMO and LUMO (eV): 6.000
HOMO level (Eh): -0.162
Multiplicity: 1
E (Ha): -2240.98002
Charge: -1

Atomic partial charges in e from the Löwdin method, atoms 1 to 2:
1. C -0.041
2. C -0.404

=====

[3]
This record from the Open Molecules 2025 dataset describes a structure of composition C18H44BeN2O6 in a non-equilibrium geometry. The level of theory is the ωB97M-V functional and the def2-TZVPD basis.

Structure (XYZ):
```
71
C18H44BeN2O6 (the ωB97M-V functional and the def2-TZVPD basis)
Be -20.863 -17.382 19.891
C -17.053 -19.468 19.252
C -17.604 -18.584 20.379
C -16.496 -17.957 21.227
O -18.532 -17.638 19.937
H -16.125 -19.013 18.890
H -17.712 -19.519 18.385
H -16.860 -20.487 19.596
H -18.128 -19.251 21.090
H -16.875 -17.497 22.142
H -16.007 -17.107 20.746
H -15.860 -18.765 21.602
C -23.695 -18.330 16.721
C -24.047 -18.404 18.201
C -24.244 -19.890 18.578
O -23.154 -17.775 19.042
H -24.451 -18.779 16.075
H -22.715 -18.768 16.526
H -23.554 -17.283 16.433
H -25.048 -17.946 18.323
H -25.002 -20.291 17.900
H -24.568 -19.985 19.616
H -23.279 -20.402 18.512
C -20.106 -18.020 16.693
O -20.341 -17.031 17.667
C -20.889 -15.889 17.106
C -20.902 -14.865 18.190
N -21.621 -15.350 19.366
C -21.388 -14.485 20.504
C -20.081 -14.632 21.259
O -20.145 -15.940 21.753
C -18.949 -16.301 22.412
H -19.237 -17.778 16.064
H -20.929 -18.197 16.000
H -19.823 -18.948 17.191
H -21.891 -16.034 16.684
H -20.330 -15.554 16.224
H -21.377 -13.938 17.843
H -19.900 -14.591 18.527
H -22.617 -15.243 19.202
H -22.202 -14.587 21.214
H -21.528 -13.412 20.281
H -20.056 -13.877 22.051
H -19.217 -14.434 20.617
H -18.092 -15.964 21.830
H -18.810 -17.369 22.513
H -18.855 -15.729 23.342
C -20.218 -20.918 19.871
O -20.774 -19.824 20.556
C -21.944 -20.147 21.269
C -22.260 -19.135 22.302
N -22.628 -17.853 21.728
C -23.444 -17.022 22.597
C -24.800 -17.591 22.949
O -25.497 -17.929 21.781
C -26.895 -18.076 21.893
H -20.781 -21.074 18.943
H -20.229 -21.847 20.441
H -19.212 -20.710 19.515
H -21.900 -21.143 21.716
H -22.794 -20.098 20.579
H -21.463 -18.938 23.035
H -23.029 -19.570 22.962
H -23.256 -18.057 20.928
H -23.474 -16.037 22.146
H -22.984 -16.831 23.577
H -25.406 -16.823 23.460
H -24.788 -18.344 23.747
H -27.239 -18.921 22.488
H -27.355 -18.219 20.911
H -27.222 -17.055 22.128
```

Gap between HOMO and LUMO (eV): 7.925
Relative energy (zero: lowest compared OMol25 entry of this formula, charge and spin) (kJ/mol): 45.3
HOMO level (Eh): -0.270
Multiplicity: 1
E (Ha): -1287.73016
Charge: 0

Atomic partial charges in e from the Löwdin method, atoms 1 to 2:
1. Be 0.807
2. C -0.078

=====

[4]
This record from the Open Molecules 2025 dataset describes a cluster of 11 separate species, C44H95F9O22 in total in a non-equilibrium geometry. The level of theory is the ωB97M-V functional and the def2-TZVPD basis.

Structure (XYZ):
```
170
C44H95F9O22 (the ωB97M-V functional and the def2-TZVPD basis)
C 3.141 0.668 -1.984
C 4.166 1.222 -1.002
O 5.508 1.209 -1.688
C 6.556 1.698 -1.071
O 6.650 2.195 0.007
C 7.902 1.315 -1.795
F 8.244 0.130 -1.354
F 7.713 1.298 -3.071
F 8.858 2.201 -1.516
H 3.109 1.373 -2.831
H 2.150 0.674 -1.527
H 3.410 -0.349 -2.352
H 4.263 0.514 -0.154
H 4.001 2.262 -0.771
C 0.039 -2.929 -3.897
C 0.965 -2.204 -4.906
O 2.001 -3.168 -5.411
C 1.864 -3.722 -6.558
O 1.022 -3.507 -7.378
C 2.851 -4.904 -6.747
F 3.528 -4.698 -7.900
F 3.712 -4.995 -5.749
F 2.227 -6.041 -6.829
H -0.542 -3.640 -4.419
H -0.583 -2.101 -3.485
H 0.582 -3.326 -3.028
H 1.591 -1.428 -4.391
H 0.511 -1.795 -5.757
C -0.325 1.826 2.326
C 0.079 1.598 0.856
O 0.070 0.217 0.392
C 1.021 -0.543 0.845
O 1.863 -0.328 1.659
C 0.844 -2.026 0.174
F 1.792 -2.230 -0.787
F 1.099 -2.886 1.112
F -0.349 -2.207 -0.400
H 0.549 1.713 3.034
H -1.135 1.109 2.605
H -0.756 2.802 2.416
H 1.052 2.041 0.669
H -0.678 2.005 0.155
C 1.021 -6.731 -3.467
O 1.054 -5.963 -2.342
C 1.254 -6.725 -1.165
C 0.813 -5.937 0.031
O -0.618 -5.953 0.360
C -1.504 -5.393 -0.617
H 1.989 -7.321 -3.545
H 0.969 -6.099 -4.344
H 0.174 -7.441 -3.593
H 2.293 -7.049 -0.986
H 0.728 -7.686 -1.232
H 1.066 -4.905 -0.060
H 1.397 -6.267 0.919
H -1.460 -4.305 -0.621
H -2.503 -5.756 -0.379
H -1.234 -5.691 -1.637
C -0.637 -2.277 3.984
O -1.300 -1.509 3.002
C -2.440 -2.105 2.496
C -3.049 -1.117 1.548
O -4.306 -1.590 1.138
C -4.828 -0.788 0.071
H -0.258 -3.237 3.722
H -1.448 -2.511 4.707
H 0.068 -1.629 4.398
H -3.112 -2.283 3.310
H -2.279 -3.044 2.033
H -2.381 -1.008 0.682
H -3.202 -0.208 2.123
H -5.832 -1.172 -0.132
H -4.207 -1.056 -0.763
H -4.863 0.247 0.322
C 1.116 5.723 -0.128
O 1.383 4.823 -1.135
C 2.209 5.466 -2.117
C 2.525 4.490 -3.231
O 1.378 4.512 -4.074
C 0.759 3.228 -4.066
H 0.495 5.206 0.582
H 0.521 6.552 -0.506
H 2.062 6.039 0.346
H 3.151 5.738 -1.596
H 1.704 6.372 -2.500
H 2.742 3.486 -2.769
H 3.384 4.768 -3.842
H -0.039 3.260 -4.772
H 0.414 3.056 -3.030
H 1.498 2.454 -4.335
C -3.326 1.240 5.375
O -4.492 1.301 4.651
C -5.438 0.291 5.047
C -6.269 -0.180 3.938
O -7.065 0.858 3.496
C -8.133 0.323 2.755
H -2.719 0.320 5.215
H -3.452 1.349 6.402
H -2.575 1.937 4.980
H -6.025 0.603 5.864
H -4.876 -0.595 5.371
H -6.930 -0.913 4.433
H -5.694 -0.647 3.155
H -7.917 -0.648 2.198
H -8.541 1.109 2.109
H -8.896 0.093 3.488
C 4.501 2.187 5.802
O 3.461 1.551 5.062
C 3.752 1.293 3.730
C 3.420 2.378 2.769
O 4.404 3.363 2.811
C 4.239 4.456 1.943
H 4.733 3.168 5.435
H 5.387 1.515 5.827
H 4.073 2.254 6.818
H 3.278 0.399 3.454
H 4.755 1.089 3.536
H 2.474 2.785 3.080
H 3.316 1.959 1.738
H 4.341 4.053 0.911
H 5.019 5.218 2.148
H 3.243 4.818 2.025
C -4.953 3.356 -4.104
O -4.449 2.129 -3.727
C -3.288 2.275 -2.955
C -2.783 0.838 -2.745
O -1.753 0.406 -3.635
C -2.142 0.367 -5.037
H -4.932 4.026 -3.231
H -5.934 3.240 -4.527
H -4.332 3.913 -4.879
H -3.593 2.676 -2.020
H -2.573 2.960 -3.441
H -3.662 0.182 -2.786
H -2.330 0.820 -1.760
H -2.306 1.378 -5.424
H -3.045 -0.249 -5.259
H -1.265 -0.104 -5.535
C -6.796 3.133 -0.336
O -5.390 3.054 -0.137
C -5.021 2.741 1.271
C -3.540 2.645 1.306
O -2.869 3.855 1.049
C -3.463 4.892 1.841
H -7.284 3.892 0.244
H -7.308 2.237 0.047
H -6.906 3.170 -1.413
H -5.373 1.732 1.575
H -5.513 3.387 1.931
H -3.263 1.841 0.617
H -3.211 2.195 2.240
H -2.723 5.715 1.852
H -3.506 4.603 2.886
H -4.450 5.142 1.509
C 3.519 -5.247 2.741
O 4.511 -4.338 2.290
C 4.084 -3.033 2.707
C 4.954 -1.993 2.101
O 4.590 -1.730 0.758
C 5.136 -2.610 -0.157
H 3.676 -6.264 2.270
H 2.525 -4.897 2.504
H 3.569 -5.322 3.840
H 4.279 -2.931 3.768
H 3.067 -2.822 2.402
H 6.035 -2.294 2.165
H 4.774 -1.070 2.670
H 5.157 -2.174 -1.158
H 4.595 -3.555 -0.222
H 6.200 -2.803 0.060
```

Gap between HOMO and LUMO (eV): 10.107
Relative energy (zero: lowest compared OMol25 entry of this formula, charge and spin) (kJ/mol): 60.3
HOMO level (Eh): -0.351
Multiplicity: 1
SMILES: CCOC(=O)C(F)(F)F.CCOC(=O)C(F)(F)F.CCOC(=O)C(F)(F)F.COCCOC.COCCOC.COCCOC.COCCOC.COCCOC.COCCOC.COCCOC.COCCOC
E (Ha): -4287.17647
Charge: 0

Atomic partial charges in e from the Löwdin method, atoms 1 to 2:
1. C -0.045
2. C -0.135

=====

[5]
This record from the Open Molecules 2025 dataset describes an isolated molecule of C14H15NO6S. The level of theory is the ωB97M-V functional and the def2-TZVPD basis.

Structure (XYZ):
```
37
C14H15NO6S (the ωB97M-V functional and the def2-TZVPD basis)
C 5.776 2.446 -0.227
O 4.977 1.654 0.623
C 3.941 0.962 0.093
C 3.579 0.978 -1.253
C 2.494 0.232 -1.681
C 1.782 -0.529 -0.778
S 0.346 -1.415 -1.344
O 0.446 -1.678 -2.749
O 0.063 -2.496 -0.444
N -0.813 -0.209 -1.181
C -1.465 -0.085 0.104
C -1.189 1.327 0.685
C -1.624 1.351 2.127
O -0.942 1.035 3.062
O -2.896 1.741 2.257
C -2.933 -0.358 0.034
C -3.900 0.102 -0.813
C -5.112 -0.495 -0.390
C -4.789 -1.267 0.682
O -3.475 -1.189 0.944
C 2.131 -0.559 0.561
C 3.206 0.185 0.997
H 5.192 3.242 -0.699
H 6.535 2.888 0.416
H 6.262 1.841 -0.998
H 4.131 1.563 -1.971
H 2.196 0.220 -2.717
H -1.415 -0.137 -1.984
H -1.012 -0.834 0.764
H -1.747 2.067 0.114
H -0.119 1.522 0.624
H -3.174 1.702 3.186
H -3.771 0.782 -1.631
H -6.081 -0.363 -0.825
H -5.380 -1.896 1.317
H 1.564 -1.172 1.242
H 3.503 0.186 2.033
```

Gap between HOMO and LUMO (eV): 9.440
Relative energy (zero: lowest compared OMol25 entry of this formula, charge and spin) (kJ/mol): 160.1
HOMO level (Eh): -0.325
Multiplicity: 1
SMILES: COc1ccc(S(=O)(=O)N[C@@H](CC(=O)O)c2ccco2)cc1
E (Ha): -1446.84875
Charge: 0

Atomic partial charges in e from the Löwdin method, atoms 1 to 2:
1. C -0.081
2. O -0.073

=====

[6]
This record from the Open Molecules 2025 dataset describes an isolated molecule of CH4ClO2P in a non-equilibrium geometry. The level of theory is the ωB97M-V functional and the def2-TZVPD basis.

Structure (XYZ):
```
9
CH4ClO2P (the ωB97M-V functional and the def2-TZVPD basis)
O -2.359 0.497 -0.147
P -0.942 0.864 0.506
O -0.037 -0.387 -0.188
C 1.133 -0.780 0.371
Cl 2.314 0.508 0.073
H -2.448 0.226 -1.171
H -0.395 1.681 -0.511
H 1.147 -1.069 1.438
H 1.587 -1.540 -0.370
```

Gap between HOMO and LUMO (eV): 10.228
Relative energy (zero: lowest compared OMol25 entry of this formula, charge and spin) (kJ/mol): 53.7
HOMO level (Eh): -0.355
Multiplicity: 1
SMILES: OPOCCl
E (Ha): -992.51858
Charge: 0

Atomic partial charges in e from the Löwdin method, atoms 1 to 2:
1. O -0.395
2. P 0.807